[1]
A 6-piece molecular cluster, C47H91NO8S overall in a non-equilibrium geometry, computed with ωB97M-V with the def2-TZVPD basis set.

Last column: Mulliken charge in e.
Cartesian coordinates (Å):
H -1.52482 0.43025 6.79790  0.287
H -8.26866 -6.33438 -2.77456  0.244
H 6.86065 -3.05847 0.11338  0.343
C 1.88062 5.91678 -1.40920  -0.296
H 1.85597 4.07925 -0.21054  0.295
C 1.23301 4.63023 -0.91640  -0.488
C -1.59977 -1.25038 1.62104  -1.233
O -2.17120 -5.93152 -0.71827  -0.276
H -2.71270 -5.78606 -5.21219  0.317
H -2.94567 -4.10724 -4.86032  0.336
H -2.80630 -6.31536 -3.04876  -0.212
C 4.77951 6.62511 3.88588  -0.512
H 0.39125 4.40087 -3.94890  0.314
H -2.94775 -2.23196 7.24904  0.270
H 4.45834 9.76460 4.00360  0.267
H 5.80516 -3.09489 -2.51936  0.359
O -0.50177 -6.88048 0.47565  -0.474
C 6.18531 6.96276 4.36491  -0.560
C -0.18294 -0.28345 -3.20766  0.079
H -3.87486 -3.95035 -1.73181  0.540
H -10.41326 -4.28169 -5.18193  0.263
H -0.76123 8.46556 0.55647  0.263
H 5.20712 -5.06007 -0.47293  0.419
H 3.24595 -0.94119 2.81764  0.516
H 6.81254 -2.44880 2.43064  0.355
H -0.82519 1.65234 -2.51541  0.221
O 1.09696 9.32153 0.32626  -0.427
N -0.24357 -4.90437 -4.09759  -0.646
H 4.20608 -4.36697 0.76632  0.325
C -10.19920 -5.51412 -3.41777  -0.573
H 1.93244 -1.70121 -2.28792  0.285
H 0.26543 4.82970 -0.44207  0.286
H 6.89943 6.86056 3.54534  0.267
H -0.21765 -2.50344 2.59868  0.167
C 5.85916 -2.73004 1.98902  -0.948
H 0.27451 -0.30971 1.32320  0.470
C -1.53105 -0.66181 6.79749  -0.625
C -0.42002 -4.70805 -2.95728  0.654
C -1.90674 0.23524 -1.30249  0.196
H -0.84980 -1.00639 7.57350  0.343
C 6.03392 8.43348 4.75039  -0.597
H 3.79138 0.56000 -2.71450  0.615
H -2.88663 0.70041 -1.23326  0.433
H -2.67955 -3.44423 -2.87376  0.552
C 1.39904 9.93736 2.58913  -0.379
C -1.19150 -2.62527 2.12780  -1.131
C 5.08495 8.93610 3.67044  -0.369
H 6.51383 6.32555 5.18398  0.339
H -0.71396 10.23201 0.70752  0.270
H 1.95871 9.67282 3.48468  0.218
H 0.26125 6.47006 -2.72898  0.259
H -0.30611 -1.29263 -2.81997  -0.281
C -1.16417 -1.19219 5.41831  -0.280
C -0.55732 -0.63295 0.69415  0.345
H -0.13547 -1.35071 -0.00285  -0.014
H 3.27580 -2.59086 2.19222  0.316
H -2.06105 0.75169 -3.36275  0.511
H 6.71951 -4.45420 1.13638  0.373
C -4.86736 -5.87950 -2.83889  -2.280
C -2.08936 -3.61689 -0.05406  0.786
H -10.46179 -5.44335 -2.36019  0.275
H -2.06873 -2.63310 -0.51327  -1.027
C 2.11647 9.52196 1.31335  -0.159
C -10.38388 -4.15819 -4.09744  -0.561
O 1.01808 3.82076 -2.07497  -0.224
C -3.44829 -5.45624 -3.18699  2.010
C -3.49305 -1.03379 5.53669  -0.521
H 1.83096 -0.46214 -1.04865  -0.770
H 1.23367 1.22330 -2.61032  0.000
C -2.95893 -1.18042 6.95489  -0.560
H 5.89878 -1.78375 -1.34873  0.331
H 4.14099 6.30987 4.71805  0.286
H 3.80536 -2.09174 -3.52950  0.488
H -0.75719 -2.20759 5.47687  0.240
C 3.54971 -1.56158 1.98166  -0.489
H -4.91758 -6.33432 -1.85186  0.340
H 0.19793 8.14734 2.73699  0.258
C -1.04759 -3.71483 1.04163  -0.532
C -1.06554 0.58399 -0.06426  -0.871
H 5.45080 -0.68825 2.41503  0.569
C 1.27340 0.20843 -2.99624  -0.809
C 2.12458 -0.65612 -2.07415  0.861
O -0.61414 -4.46582 -1.70061  -0.218
H -5.18305 -6.64763 -3.54163  0.568
H 2.81554 10.27706 0.95061  0.312
C 3.63874 -0.38601 -2.20199  -0.908
C 1.26825 6.05399 -2.80165  -0.615
H -4.34302 -5.14078 -5.16006  0.441
O -8.10220 -4.43715 -3.55765  -0.322
H -10.79021 -6.31285 -3.86249  0.346
C 1.21004 4.60121 -3.25682  -0.571
H -0.23470 1.20727 -0.38722  0.263
H -5.57046 -5.05526 -2.91329  0.514
H 2.96291 5.79022 -1.48602  0.275
H -0.44185 -0.56212 4.89632  0.229
C -1.96773 -4.58962 -1.20722  0.695
C -9.11042 -3.43278 -3.68237  -0.484
H 1.22545 11.01618 2.59569  0.279
H 2.97890 -1.24533 1.11524  -0.446
H 5.32688 -3.33813 2.71797  0.384
H 5.18449 -1.02093 -3.54102  0.312
H -8.78271 -2.69191 -4.41197  0.261
C 5.21295 -2.40117 -1.92268  -0.627
O 4.24808 7.82926 3.32764  -0.304
H 5.63307 9.25451 2.77707  0.264
C 0.07213 9.19355 2.45027  -0.651
C 5.06391 -1.44463 1.73677  -0.410
H -3.08605 -3.74203 0.35723  0.493
H -1.65869 1.18591 0.62205  0.504
C -3.36569 -5.09259 -4.69258  -1.551
H 2.66032 8.58519 1.45895  0.095
S -0.79886 -7.84455 -1.98760  -0.226
C -3.00425 -4.29438 -2.28409  -1.913
H 1.84748 6.68277 -3.47535  0.365
H -1.18302 -4.67507 1.53140  0.558
H 3.54706 -2.56363 -0.57332  -0.781
H 5.56791 8.51888 5.73422  0.273
H -2.56693 -1.31311 1.12015  0.078
C -0.18599 9.30370 0.95265  -0.393
H -1.88771 -2.97499 2.88015  0.438
H -4.26263 -1.76659 5.29201  0.279
C 4.28900 -3.21290 -1.02843  0.833
H 1.77776 0.26056 -3.96013  0.587
H 6.97432 8.98129 4.77032  0.348
H -0.03405 -3.72345 0.64985  0.275
H 1.68134 6.76838 -0.75922  0.049
H 2.14828 4.29544 -3.73270  0.303
C 4.45201 -1.49390 -2.88968  -1.237
H -8.46835 -6.21653 -4.53238  0.277
C -8.70036 -5.73454 -3.57649  -0.344
H -0.73416 9.61667 3.04747  0.361
C 6.17215 -3.58842 0.76659  -0.690
H 3.74309 -3.86638 -1.70455  0.573
H 4.04327 -0.24485 -1.19973  0.291
H 0.44590 -7.41296 -2.20009  0.161
H -9.23530 -2.93483 -2.71467  0.278
H -11.28590 -3.63188 -3.79003  0.335
H 4.76327 5.84569 3.12377  0.284
H -3.90275 -0.03187 5.36891  0.293
O -2.37765 -1.22700 4.66196  -0.258
H -0.35078 -0.35393 -4.27939  0.453
H -2.09386 -0.83513 -1.34925  -0.687
C -1.25923 0.66327 -2.63279  -1.145
C -1.09561 -6.74986 -0.56081  0.609
H -3.54926 -0.62899 7.68466  0.332
C 4.95619 -4.12123 0.01438  -1.170
H -1.71252 -0.58365 2.46648  0.734
H 5.25995 -1.06229 0.74008  0.118

Spin multiplicity ... 1
M ... 830.3 u
SMILES ... CCCCCCCCCCCCCCCCCCCC[C@@](CC(C)C)(OC#N)OC(=O)S.C1CCOC1.C1CCOC1.C1CCOC1.C1CCOC1.C1CCOC1
Kohn-Sham gap ... 9.95 eV
Total charge ... 0

=====

[2]
A 8-piece molecular cluster, C48H101F6N5O9S2 overall in a non-equilibrium geometry, computed with ωB97M-V with the def2-TZVPD basis set.

Last column: Mulliken charge in e.
Cartesian coordinates (Å):
H -2.95984 -1.03824 5.71742  0.186
C -3.85362 3.46893 -0.54266  -1.098
C 4.04691 3.82257 2.57427  0.448
H 5.77159 -2.92979 -6.21492  0.358
C -4.56658 1.08840 -0.72678  0.277
H 1.85181 -3.75418 -5.62208  0.446
H 4.54686 -2.60204 -7.53103  0.406
F 1.02443 -1.11153 -0.34436  -0.063
N 1.18177 0.01236 4.92122  0.615
C 4.64415 4.33991 3.91400  -1.493
O -0.71403 2.30578 0.24615  -0.551
H 1.41509 3.98737 1.25316  0.132
C 3.79739 -1.34849 4.38937  -1.177
H 4.88423 5.37703 -1.06072  0.505
C -7.90245 4.76126 -1.99265  -1.318
C 4.12660 -5.52108 -7.10249  -0.150
H 4.58490 3.71412 4.80449  0.330
C 3.87192 -2.89686 -4.10963  -0.674
C -1.40857 -3.43490 -1.52979  -1.839
F -0.62332 -0.15874 -1.46491  -0.181
H 3.81097 -7.64888 -6.50225  0.380
H 4.11977 -0.69762 -4.29802  0.329
H -0.92780 0.04586 4.48275  -0.041
H -1.74091 -3.96326 2.89850  0.415
C 4.19268 -4.86552 -5.76612  -0.615
H 3.11304 -5.45381 -7.49780  0.287
H 1.40567 -1.93500 -3.85332  -0.065
F 3.81173 -1.21520 -0.25575  -0.117
O -4.52938 2.18736 2.72340  -0.610
C 4.84632 -2.42770 -6.49758  -1.002
H -0.70950 -4.27107 -1.51505  0.419
H 3.17611 2.97703 -1.39999  0.395
N 3.84884 -3.32607 -5.64040  0.329
C 2.87050 -0.91824 3.28374  0.104
H 2.44692 -0.90668 -6.58480  0.400
H -6.32886 -1.98320 4.33451  0.530
H 1.40359 6.65600 -1.42853  0.353
H 3.01889 4.46923 -2.69331  0.253
O 5.16593 -3.18806 1.17771  -0.627
C -0.81462 -1.57358 5.89457  -0.412
H -2.15476 -3.82704 -2.22082  0.430
C 2.95792 5.45453 -2.23117  -0.578
H -8.51603 3.96588 -2.41572  0.354
H -4.97049 1.16349 0.28283  0.536
H -2.82087 1.27627 3.15132  0.030
H -0.09858 4.93422 -0.64561  0.477
H -2.59723 -2.68556 3.88710  0.317
C -2.26784 -3.00909 2.89971  -1.115
H -6.56165 2.94537 -0.59130  0.472
H -4.46884 -3.76188 4.55826  0.221
C -4.40658 -4.21574 2.45635  -0.536
H -5.65720 5.06125 -1.73030  0.321
H 0.85601 -1.52231 -6.22361  0.455
H 3.51422 -2.34215 4.73658  0.331
H 5.48240 -7.17562 -6.66489  0.383
C 2.40955 -3.05171 -6.24139  -0.807
H -3.83634 -5.10985 2.70832  0.456
O -4.86138 2.19752 4.92427  -0.788
H -5.16974 -4.45434 1.71557  0.420
C -6.16476 2.97057 -1.60616  -0.814
S 5.95856 -2.52624 0.20659  1.097
H -3.83445 1.27509 -4.65494  0.468
F 5.42154 -0.34730 -1.39498  -0.237
H -4.12792 -1.21745 3.72198  -0.515
H -2.86275 3.01804 -0.48812  0.343
C 3.61421 -0.40350 5.59109  -0.561
H 3.50767 -5.39809 -5.10641  0.251
C 3.81793 5.56403 -0.93371  -0.774
H 4.84544 -1.44116 4.10456  0.463
C -4.55083 1.33572 -3.83565  -0.943
H -3.86651 -3.89959 -0.02707  0.339
F 1.28935 0.64424 -1.58438  -0.202
C 4.22232 4.83855 1.38970  -0.701
H 4.19891 5.30182 4.16816  0.384
H -5.47724 1.68215 -4.29373  0.315
C -4.19176 -1.80698 1.75557  -0.013
H 3.70419 6.57739 -0.54866  0.453
C -4.55864 0.00880 -3.06704  -0.488
H 3.12320 -3.50129 -3.59760  0.253
H 3.73287 5.73481 1.77082  0.380
C -4.90671 -1.36174 2.97313  0.536
C -1.95711 -2.92131 -0.17933  1.286
H -2.25546 -0.97526 7.35741  0.507
H -3.63603 4.42076 -1.02720  0.437
H 4.43235 -7.37068 -8.08447  0.393
H -8.16648 4.75262 -0.93514  0.357
H -6.69091 -2.55805 2.69511  0.329
H 2.09085 0.37580 6.88608  0.361
C 5.07928 -0.86381 -0.17656  0.444
H -2.61372 -2.49696 6.74929  0.417
C 3.67652 3.10612 -0.44029  -0.589
C 1.76811 4.62953 0.44624  -0.537
H -3.50631 0.84356 -0.66368  -0.623
O 5.94632 -3.32026 -1.04906  -0.646
C 2.11375 -0.34378 6.06768  -0.572
H 3.41666 -1.07662 -2.88780  -0.630
H 3.33095 2.36552 0.28096  -0.159
H -1.03478 -2.87070 0.39934  -0.042
C 1.50321 5.64291 -1.81818  -0.985
C 0.90245 4.56838 -0.87406  0.100
C -3.94859 2.41214 -2.87785  -0.441
N -3.43054 -3.16126 1.92133  0.784
H -4.20680 3.57401 0.48317  0.450
H -5.07946 -0.76486 -3.63121  0.521
C -6.38220 4.38800 -2.18769  -0.383
H -5.44086 -0.41287 2.92380  0.443
H -4.87067 -2.01505 0.92859  0.081
C 1.37791 1.51201 4.49652  -1.036
H -6.22406 0.16758 -1.63565  0.559
C 1.90424 -1.59113 -5.93279  -1.096
C -5.13393 -3.75373 3.69472  -0.676
H -0.22688 -1.82140 6.77845  0.332
C 2.02749 -1.23765 -4.41469  -0.157
H 2.42968 1.68138 4.26588  0.359
H 1.20335 2.12933 5.37773  0.540
H -5.80477 -4.52422 4.07475  0.479
H -6.15352 4.44175 -3.25208  0.295
H -0.57342 0.67716 5.97194  0.636
S -0.01062 1.09080 0.69052  1.094
H -2.58079 -4.70631 0.86013  0.420
H 1.66030 5.64687 0.82241  0.431
N -4.66414 2.49556 -1.43905  0.275
H 4.78328 -1.38845 -6.17498  0.380
H -5.00065 -0.94787 -1.28381  0.082
H 1.81070 -1.29803 6.49857  0.341
H 0.89567 -0.47979 2.80728  -0.504
C -5.13873 0.06835 -1.65304  -0.522
H -1.51179 -2.29144 2.58116  0.131
H 3.34794 6.22865 -2.89202  0.433
H 1.02936 5.61213 -2.79931  0.393
H 4.46883 2.82747 2.43336  0.190
H 3.98439 0.59829 5.37322  0.134
H 1.76524 -0.19548 -4.23245  0.431
O 1.21009 1.43812 1.40234  -1.122
C 0.48362 0.01601 -0.81553  0.284
C 3.41569 -1.43707 -3.91647  0.471
C -0.31423 -0.18267 5.35418  -0.400
H -4.08043 3.42587 -3.25611  0.519
H -2.91333 2.16510 -2.64271  0.257
H 4.74504 2.92216 -0.55213  0.298
H 0.98943 -1.91789 3.81946  0.570
H 4.87539 -3.10025 -3.73577  0.501
H 4.28287 -0.66478 6.41129  0.526
H -0.53459 -2.29919 5.13091  0.488
H 2.43094 -3.24915 -7.31315  0.527
N 3.33435 4.52281 0.12840  0.297
H 3.21015 0.05576 2.93150  -0.513
C -2.27119 -1.51850 6.41256  -1.594
C 1.36767 -0.90337 3.69379  0.072
H 2.98223 3.63622 2.71512  -0.101
H 4.82903 -5.08499 -7.81278  0.266
H -0.82265 -2.68171 -2.05657  0.346
H 5.71231 4.51137 3.78088  0.402
H -2.34920 -1.92641 -0.39036  -0.299
H 0.67384 1.90902 3.76524  0.229
O 7.26720 -2.07837 0.64669  -0.677
O -3.09330 1.19272 4.06806  -0.249
C -2.97969 -3.73033 0.58367  -1.119
C -5.90250 -2.43133 3.43702  -1.214
H 5.28669 4.89772 1.16224  0.438
H 3.05260 -1.57848 2.43579  0.621
H -3.54355 -1.03738 1.33648  -0.097
H -6.64999 2.28394 -2.29985  0.539
C -4.20191 1.88146 3.90578  0.621
H -8.23588 5.64187 -2.54168  0.380
F 5.38585 -0.07098 0.85031  -0.181
H -3.54044 -0.34016 -2.89503  -0.062
C 4.48281 -6.99775 -7.06149  -1.485
H 5.22538 -4.91518 -5.42090  0.468
O -0.97171 0.25723 1.41606  -0.391
H 0.82956 3.58508 -1.33872  -0.146

Spin multiplicity ... 1
M ... 1070.5 u
Kohn-Sham gap ... 6.56 eV
Total charge ... +2